Density functional theory data (ωB97M-V/def2-TZVPD) for the ion C6H5F10N4O5P2 with charge +1 at a distorted geometry.

CARTESIAN COORDINATES (ANGSTROEM)
O 2.29 2.40 2.50
P 2.76 1.61 1.38
O 2.99 2.33 0.00
O 4.06 0.76 1.56
C 1.43 0.40 1.04
N 0.36 0.78 0.35
C -0.47 -0.27 0.32
N -1.67 -0.31 -0.30
P -2.54 -1.94 -0.21
O -3.99 -1.62 -0.75
O -2.72 -1.90 1.41
C -2.08 0.89 -1.02
F -2.04 1.94 -0.17
F -3.34 0.73 -1.41
C -1.23 1.28 -2.31
F -2.09 1.80 -3.20
F -0.32 2.21 -2.01
C -0.54 0.08 -3.03
F 0.61 -0.25 -2.43
F -0.28 0.39 -4.27
F -1.34 -0.99 -3.01
N 0.07 -1.30 1.00
N 1.30 -0.88 1.44
C 2.18 -1.73 2.24
F 1.52 -2.85 2.46
F 2.46 -1.14 3.36
F 3.27 -1.98 1.58
H 2.24 2.93 -0.19
H 4.74 0.90 0.88
H -4.52 -1.03 -0.20
H -2.85 -1.02 1.79
H -0.26 -2.23 1.20

- Structure (SMILES): O=P(O)(O)c1nc(N(P(O)O)C(F)(F)C(F)(F)C(F)(F)F)[nH][n+]1C(F)(F)F
- Energy: -68250.6774 eV
- Highest occupied orbital energy: -14.29 eV
- Total charge: +1